# 1
ORCA calculation (ωB97M-V/def2-TZVPD) on one molecule with the formula C28H23BF3NO at a distorted geometry.

Values from the calculation:
- highest occupied orbital energy (eV) = -8.85
- gap between HOMO and LUMO (eV) = 7.248

Element x y z (Å)
C -1.752 -4.371 0.781
N -0.590 -3.593 0.403
C -0.589 -2.468 -0.301
C 0.740 -1.763 -0.315
C 1.575 -2.999 0.155
C 0.722 -4.014 0.669
C 1.170 -5.227 1.150
C 2.578 -5.406 1.152
C 3.428 -4.415 0.728
B 5.092 -4.536 0.835
F 5.509 -3.333 0.255
F 5.348 -4.569 2.196
F 5.499 -5.665 0.162
C 2.925 -3.246 0.141
H -1.496 -5.426 0.894
H -2.144 -4.047 1.751
H -2.525 -4.299 0.019
H -1.532 -2.054 -0.633
H 1.084 -1.481 -1.324
H 0.455 -5.966 1.507
H 2.933 -6.346 1.508
H 3.560 -2.521 -0.310
C -4.094 6.815 0.323
C -3.118 6.385 -0.580
C -3.084 5.036 -0.940
C -4.072 4.163 -0.443
O -4.176 2.824 -0.877
C -3.045 2.018 -0.597
C -2.988 1.405 0.653
C -1.790 0.727 0.980
C -0.715 0.559 0.076
C 0.590 -0.277 0.343
C 1.846 0.592 0.023
C 3.068 -0.016 0.285
C 4.048 -0.018 -0.713
C 4.064 1.013 -1.654
C 3.041 1.963 -1.607
C 1.941 1.787 -0.742
C -0.893 1.095 -1.199
C -2.054 1.787 -1.562
C -5.044 4.584 0.454
C -5.024 5.907 0.826
H -4.150 7.872 0.584
H -2.376 7.077 -0.976
H -2.280 4.652 -1.565
H -3.887 1.539 1.300
H -1.775 0.340 1.984
H 0.609 -0.320 1.428
H 3.196 -0.676 1.126
H 4.805 -0.813 -0.741
H 4.888 1.107 -2.377
H 3.133 2.864 -2.225
H 1.143 2.538 -0.826
H -0.088 1.004 -1.917
H -2.193 2.157 -2.574
H -5.737 3.827 0.805
H -5.780 6.231 1.500

Atomic forces in eV per Å
C -0.6715 -0.4005 0.1917
N -0.1182 1.5315 -1.5453
C -0.8194 -0.3162 1.4401
C -0.3895 -0.8205 -0.8899
C -0.0212 0.5515 1.1533
C 1.1005 0.9745 -0.3627
C 0.5001 0.2782 -0.1184
C -2.1339 0.2172 0.3110
C 1.0408 -0.0340 -0.8046
B -2.1269 0.3993 -0.0049
F 1.2066 0.2896 -0.2578
F 0.7266 -0.1476 0.5529
F 0.6725 -0.3919 -0.2168
C -1.1301 0.1352 0.3027
H 0.2044 0.2286 -0.1990
H 0.1527 0.1668 -0.2535
H 0.0161 0.1721 0.0504
H -0.0459 0.0104 0.0802
H -0.4015 -0.4462 -0.0177
H 0.3557 -0.0701 -0.0946
H 0.4861 -0.4186 0.2768
H 0.5685 0.1230 0.0072
C 0.0449 0.0422 -0.3932
C -0.2205 -0.4559 0.3896
C -0.3683 -0.3887 0.2947
C 0.4525 -0.1899 -0.4163
O 1.1352 -0.1869 0.0728
C -0.5091 0.1472 -0.3096
C 0.6689 0.4013 -0.4518
C -0.5972 -0.0597 0.0106
C -0.3288 -0.9216 -0.5375
C -0.1173 1.9693 1.8632
C 0.0481 0.5453 -0.5543
C 0.3084 -1.2653 -1.1098
C 0.7319 0.7758 0.3799
C -0.1696 -0.0790 -0.2152
C 0.3982 0.3379 0.7331
C -0.2791 -0.5077 -1.1142
C -0.5407 0.0775 -0.2963
C -0.1170 0.2010 0.5937
C 0.8661 -0.5167 -0.7453
C -0.0042 0.4836 -0.0264
H -0.0012 -0.3261 0.0832
H -0.1959 -0.1835 0.1088
H -0.2893 0.0463 -0.0545
H 1.2010 -0.2658 -0.2323
H 0.4223 -0.3736 0.2115
H -0.0195 -0.7995 0.3667
H -0.3231 -0.6046 -0.0697
H -0.0310 0.5825 0.3897
H -0.5651 -0.1721 0.3024
H -0.2545 -0.3626 0.2953
H 0.1818 -0.6887 0.1560
H -0.2255 -0.1787 -0.1367
H 0.0881 0.1079 0.1943
H -0.1486 0.3472 0.1063
H -0.4144 0.4292 0.5098

Atomic partial charges in e from the Mulliken method, atoms 1 to 4: atom 1 (C): -0.945, atom 2 (N): 0.330, atom 3 (C): -0.758, atom 4 (C): -0.044


# 2
ORCA calculation (ωB97M-V/def2-TZVPD) on C28H23BrMnN4O6S as an isolated structure at a distorted geometry.

Values from the calculation:
- highest occupied orbital energy (spin up / spin down) (eV) = -11.08 / -11.18
- multiplicity = 5
- charge = +1
- gap between HOMO and LUMO (spin up / spin down) (eV) = 6.931 / 7.142
- ⟨S²⟩ = 6.04

Element x y z (Å)
Mn -0.105 -0.350 0.147
Br 6.902 2.054 0.058
C 5.223 1.193 -0.071
C 5.166 -0.180 -0.336
C 3.951 -0.815 -0.404
C 2.745 -0.124 -0.178
O 1.620 -0.781 -0.178
C 2.813 1.280 0.049
C 1.647 2.077 0.207
N 0.430 1.626 0.170
C -0.699 2.475 0.252
C -0.710 3.848 0.191
C -1.928 4.550 0.213
C -3.123 3.893 0.307
C -3.152 2.485 0.393
C -4.337 1.720 0.482
C -4.257 0.354 0.535
C -3.004 -0.267 0.478
N -1.880 0.418 0.384
C -1.932 1.784 0.356
C 4.071 1.910 0.104
H 6.080 -0.737 -0.482
H 3.890 -1.874 -0.615
H 1.815 3.142 0.350
H 0.207 4.412 0.097
H -1.906 5.628 0.140
H -4.058 4.438 0.295
H -5.293 2.226 0.496
H -5.146 -0.255 0.604
H -2.916 -1.348 0.486
H 4.125 2.975 0.284
O -0.203 -2.362 3.942
C 0.069 -2.224 2.758
O -0.041 -1.168 2.054
C 0.583 -3.494 2.043
N 0.345 -4.646 2.962
C 1.658 -5.287 3.246
C 2.464 -4.979 1.991
C 2.080 -3.521 1.720
H -0.026 -3.621 1.158
H -0.274 -5.292 2.447
H -0.100 -4.227 3.796
H 1.537 -6.350 3.434
H 2.106 -4.807 4.115
H 2.128 -5.611 1.167
H 3.532 -5.121 2.142
H 2.265 -3.223 0.693
H 2.629 -2.850 2.385
O -1.394 -5.843 -0.325
S -1.704 -5.043 -1.498
O -2.822 -5.463 -2.271
N -1.817 -3.462 -1.032
C -0.858 -2.747 -1.562
O -0.708 -1.491 -1.372
C 0.111 -3.505 -2.405
C 1.263 -3.026 -3.003
C 2.083 -3.937 -3.658
C 1.750 -5.286 -3.714
C 0.588 -5.762 -3.114
C -0.211 -4.849 -2.464
H 1.506 -1.973 -2.944
H 2.993 -3.593 -4.130
H 2.411 -5.981 -4.214
H 0.319 -6.809 -3.158

Atomic forces in eV per Å
Mn 0.4825 -0.5774 0.0390
Br -0.0835 -0.0537 -0.0368
C 0.1344 0.1361 0.0526
C -0.1283 0.1198 0.0151
C -0.2785 -0.1722 0.0458
C 0.3423 0.6965 0.1280
O 0.4323 -0.5554 -0.2974
C 0.0754 -0.5024 0.0239
C -0.1337 -0.2018 -0.0716
N 0.0285 -0.3439 0.1604
C -0.3434 0.3764 0.0133
C 0.1288 -0.3084 -0.0294
C -0.1577 0.0397 0.0337
C 0.0281 0.0808 -0.0174
C 0.1709 -0.1549 -0.0461
C 0.1633 -0.1308 -0.0125
C -0.1808 0.1895 0.0285
C 0.1681 -0.2111 -0.0343
N -0.9218 0.2769 0.1009
C 0.1588 0.3068 -0.0431
C 0.1329 0.1039 -0.0278
H 0.0149 0.0007 -0.0257
H 0.0275 -0.0243 -0.0023
H -0.0632 0.0166 -0.0155
H 0.0109 0.0000 -0.0248
H -0.0158 0.0048 0.0109
H -0.0079 0.0192 0.0542
H -0.0326 -0.0207 0.0294
H 0.0214 -0.0514 -0.0044
H 0.0185 0.0066 -0.0559
H -0.0214 0.0202 0.0241
O -0.0858 0.1823 0.2314
C 0.0739 -0.2652 -0.1793
O -0.1299 0.1705 -0.5503
C 0.0152 1.0313 -0.3213
N -0.4091 -0.5170 -0.6652
C 0.6110 -0.3715 -0.1736
C -0.1084 0.2167 0.0715
C 0.0133 -0.1084 -0.0024
H -0.1211 -0.2885 -0.3202
H 0.1050 0.1276 0.6120
H -0.1465 0.0381 0.0780
H -0.1402 0.0479 0.1123
H -0.1887 0.0314 0.0380
H 0.0723 -0.0534 0.0012
H -0.0254 -0.0501 -0.0040
H -0.0293 0.0822 -0.0115
H -0.0105 0.0104 -0.0289
O 0.1856 0.5123 -0.2403
S 0.5129 -0.6958 1.0421
O -0.1766 0.2340 -0.4098
N 0.1384 0.3295 -0.1278
C -0.3116 -0.6311 0.1339
O 0.1352 0.5993 0.6509
C 0.2496 0.0746 -0.0640
C -0.0854 -0.0214 0.0475
C 0.0349 0.0481 -0.0253
C -0.0325 -0.0086 0.0933
C -0.1114 -0.1542 -0.0442
C -0.2716 0.3478 0.1318
H 0.0320 0.0079 -0.0133
H 0.0137 -0.0062 -0.0279
H -0.0119 0.0050 -0.0587
H 0.0318 -0.0115 0.0096

Atomic partial charges in e from the Mulliken method, atoms 1 to 4: atom 1 (Mn): 0.465, atom 2 (Br): -0.170, atom 3 (C): -0.368, atom 4 (C): -0.520


# 3
ORCA calculation (ωB97M-V/def2-TZVPD) on C28H23ClIIrN3O2P as an isolated structure.

Values from the calculation:
- highest occupied orbital energy (eV) = -13.54
- charge = +2
- gap between HOMO and LUMO (eV) = 6.852

Element x y z (Å)
Ir 0.341 -1.079 0.058
N 2.459 -1.090 0.045
C 3.165 0.203 0.049
C 4.545 0.249 0.088
C 5.174 1.488 0.138
C 4.430 2.660 0.142
C 3.046 2.606 0.081
C 2.410 1.370 0.022
P 0.636 1.156 -0.110
C 0.291 0.535 -1.784
C 1.274 0.174 -2.729
C 0.915 -0.297 -3.976
C -0.431 -0.407 -4.313
C -1.420 -0.053 -3.403
C -1.069 0.411 -2.150
C -0.254 2.678 0.132
C -0.638 3.050 1.422
C -1.277 4.262 1.622
C -1.528 5.096 0.540
C -1.143 4.727 -0.743
C -0.505 3.516 -0.956
H 2.812 -1.666 -0.719
H 2.716 -1.583 0.901
H 5.129 -0.663 0.093
H 6.254 1.534 0.185
H 4.931 3.617 0.190
H 2.461 3.517 0.069
H 2.323 0.309 -2.489
H 1.680 -0.560 -4.694
H -0.709 -0.766 -5.296
H -2.464 -0.136 -3.673
H -1.840 0.697 -1.448
H -0.444 2.397 2.265
H -1.581 4.555 2.617
H -2.030 6.041 0.697
H -1.340 5.384 -1.579
H -0.206 3.231 -1.957
Cl -5.161 -0.851 4.773
C -4.073 -0.954 3.443
C -4.595 -0.927 2.126
C -3.783 -1.017 1.033
C -2.379 -1.125 1.177
O -1.670 -1.196 0.096
C -1.851 -1.162 2.509
C -0.502 -1.339 2.806
O 0.488 -1.479 2.015
C -2.738 -1.071 3.630
H -5.666 -0.833 1.997
H -4.193 -1.006 0.032
H -0.216 -1.391 3.858
H -2.329 -1.114 4.632
I -1.001 -6.761 -2.134
C -0.278 -5.227 -0.973
C 0.306 -5.317 0.273
N 0.629 -4.070 0.653
N 0.289 -3.169 -0.289
C -0.271 -3.862 -1.275
H 0.509 -6.169 0.901
H 1.016 -3.764 1.532
H -0.643 -3.357 -2.152

Atomic forces in eV per Å
Ir -0.0541 0.7784 0.4093
N -0.0499 -0.0826 0.1356
C -0.0711 0.0349 -0.0207
C 0.0075 0.0182 0.0228
C 0.0086 -0.0220 -0.0017
C -0.0135 0.0105 0.0012
C 0.0249 0.0102 -0.0848
C -0.0335 0.0492 0.1091
P 0.0493 -0.4165 -0.6492
C -0.1687 -0.1306 -0.1854
C 0.1608 -0.0317 0.1094
C 0.0131 0.0027 0.0201
C -0.0125 -0.0047 0.0236
C 0.0029 -0.0298 -0.0182
C 0.0060 0.0049 -0.0744
C -0.0129 -0.0754 0.2817
C -0.0189 -0.0199 0.0147
C -0.0056 -0.0022 -0.0084
C -0.0011 -0.0003 0.0039
C -0.0079 -0.0031 -0.0074
C 0.0152 0.0406 0.0269
H -0.0164 0.0255 -0.0247
H 0.0564 0.0332 -0.0014
H 0.0036 0.0004 0.0144
H -0.0001 -0.0037 -0.0103
H -0.0002 0.0001 0.0032
H -0.0003 -0.0025 0.0198
H -0.0018 -0.0066 0.0029
H -0.0023 -0.0042 -0.0014
H 0.0002 0.0089 -0.0052
H 0.0002 0.0033 -0.0037
H 0.0050 -0.0189 0.0037
H 0.0028 -0.0065 -0.0039
H -0.0008 0.0020 0.0000
H 0.0058 0.0031 0.0023
H -0.0048 -0.0004 0.0002
H 0.0051 -0.0057 -0.0024
Cl 0.0010 0.0085 0.0158
C 0.0027 -0.0003 0.0139
C -0.0245 0.0048 -0.0176
C 0.0538 -0.0254 0.0356
C -0.0150 -0.0788 0.0852
O 0.0222 0.1853 -0.0003
C -0.0126 0.1104 -0.0888
C 0.0313 -0.1157 0.0007
O 0.1770 -0.1560 -0.0772
C -0.0209 -0.0093 -0.0033
H 0.0002 -0.0120 -0.0024
H 0.0058 0.0022 -0.0062
H -0.0371 -0.0597 0.0133
H 0.0046 0.0213 0.0008
I -0.0004 0.0060 -0.0005
C 0.0280 -0.0014 0.0135
C -0.0203 -0.0139 0.0044
N 0.0333 -0.0256 -0.0682
N -0.1306 -0.0329 0.0501
C 0.0514 0.0328 -0.0794
H -0.0012 -0.0067 -0.0083
H -0.0304 0.0080 0.0168
H -0.0096 -0.0004 0.0005

Atomic partial charges in e from the Mulliken method, atoms 1 to 4: atom 1 (Ir): 1.450, atom 2 (N): -0.352, atom 3 (C): 0.115, atom 4 (C): -0.556


# 4
ORCA calculation (ωB97M-V/def2-TZVPD) on a 2-piece molecular cluster, C28H23F4N2O overall at a distorted geometry.

Values from the calculation:
- highest occupied orbital energy (eV) = -10.10
- charge = +1
- energy relative to the best compared isomer or geometry (same formula, charge and spin) (kJ/mol) = 58.5
- gap between HOMO and LUMO (eV) = 3.899

Element x y z (Å)
F 3.999 -2.298 -0.628
C 3.964 -1.056 -0.031
C 5.180 -0.467 0.318
C 5.099 0.775 0.954
F 6.277 1.370 1.354
C 3.901 1.417 1.220
C 2.667 0.804 0.850
C 1.423 1.468 1.102
C 0.156 0.930 0.890
C -1.014 1.701 0.833
C -2.268 1.168 0.347
C -3.203 1.946 -0.393
C -4.356 1.346 -0.877
F -5.248 2.105 -1.608
C -4.663 -0.002 -0.681
C -3.744 -0.737 0.064
F -4.010 -2.067 0.303
C -2.567 -0.200 0.568
C 2.727 -0.469 0.208
H 6.131 -0.953 0.123
H 3.887 2.384 1.720
H 1.480 2.496 1.474
H 0.074 -0.151 0.740
H -0.922 2.788 0.908
H -2.989 2.995 -0.603
H -5.566 -0.453 -1.083
H -1.880 -0.821 1.141
H 1.812 -0.973 -0.095
H -1.471 2.122 2.918
C -1.701 2.186 4.054
H -0.724 2.122 4.566
C -2.331 3.484 4.415
C -3.587 3.570 4.926
N -4.316 2.456 5.195
C -5.757 2.562 5.511
C -6.545 2.364 4.253
C -6.958 1.081 3.888
C -7.530 0.868 2.632
C -7.694 1.939 1.746
C -7.314 3.230 2.133
C -6.757 3.445 3.395
C -3.794 1.215 5.001
C -2.559 1.029 4.461
C -2.132 -0.384 4.322
N -0.874 -0.610 3.800
O -2.885 -1.310 4.619
H -1.760 4.403 4.279
H -4.096 4.513 5.158
H -5.981 1.769 6.228
H -5.927 3.552 5.937
H -6.812 0.261 4.595
H -7.847 -0.137 2.350
H -8.133 1.771 0.762
H -7.450 4.071 1.453
H -6.462 4.445 3.726
H -4.462 0.404 5.312
H -0.156 0.100 3.789
H -0.554 -1.567 3.850

Atomic forces in eV per Å
F -0.0797 1.5845 0.6932
C -0.1967 -0.9876 -0.4132
C -0.5839 0.4129 0.2329
C 1.0432 0.2733 0.3260
F -1.5331 -0.6885 -0.5456
C -0.6603 0.0006 -0.0624
C 1.3556 -0.8674 -0.2349
C -0.9157 0.2001 -0.0118
C 0.4258 -0.2215 0.4929
C 0.2973 0.2243 -0.6284
C -0.8996 -0.6815 -0.1030
C 0.3576 0.1102 0.3964
C -0.6370 0.5227 -0.6267
F 1.1816 -0.8993 0.9401
C 0.4703 0.3224 0.2707
C -0.0521 -1.0370 0.2990
F 0.3110 1.6244 -0.3177
C 0.0203 0.0956 -0.1159
C 0.0938 0.3470 0.2614
H -0.1610 0.0851 0.0292
H 0.1792 -0.2200 -0.1238
H 0.0297 -0.1798 -0.2613
H -0.0068 0.4935 -0.2104
H -0.0117 -0.2543 -0.0278
H -0.2325 -0.2626 0.0376
H 0.1489 0.1097 0.0877
H -0.3651 0.0342 -0.0670
H 0.3652 -0.0206 -0.0404
H -0.1028 0.0822 0.9318
C 0.3169 -0.2875 -0.3853
H 0.0854 -0.0452 -0.4269
C -0.9588 0.7328 0.2243
C 1.2316 0.6185 -0.6876
N -0.9133 -0.5993 0.5870
C 0.4146 -0.1786 -0.0722
C -0.3417 0.0191 -0.3180
C 0.0346 0.1999 -0.1983
C 0.0126 0.1165 0.0256
C 0.1201 0.0220 0.2548
C -0.0188 -0.0590 0.0768
C 0.0296 -0.2814 -0.1686
C 0.1807 0.2126 -0.2844
C -0.5696 -0.3244 0.2806
C -0.7455 -0.4445 0.3892
N 0.0322 -0.0795 -0.1735
O 0.9020 0.5505 -0.4082
H -0.1985 -0.2496 0.0303
H 0.4741 -0.3462 -0.0995
H -0.0791 0.2982 0.1235
H -0.0463 -0.1840 0.1534
H -0.1059 0.1443 -0.3211
H 0.0568 0.2812 0.0402
H 0.1088 0.0596 0.2785
H -0.0265 -0.2471 0.1670
H -0.1100 -0.2503 -0.2441
H 0.6370 0.0895 -0.2888
H -0.3002 -0.0557 0.1591
H -0.0638 0.0851 0.0779

Atomic partial charges in e from the Mulliken method, atoms 1 to 4: atom 1 (F): -0.288, atom 2 (C): 0.354, atom 3 (C): -0.620, atom 4 (C): 0.337